w:
{"formula": "C5H13NO2", "method": "wB97M-V/def2-TZVPD", "species": ["C", "C", "N", "C", "C", "C", "O", "H", "H", "H", "H", "H", "H", "H", "H", "H", "H", "H", "O", "H", "H"], "positions_angstrom": [[-0.44, -2.59, -0.43], [-0.03, -1.47, 0.20], [-0.22, -1.33, 1.58], [0.40, -0.28, -0.60], [-0.55, 0.95, -0.62], [-1.73, 0.67, -1.56], [-1.33, 0.15, -2.83], [-0.37, -2.71, -1.50], [-0.82, -3.41, 0.17], [0.37, -0.59, 1.94], [0.06, -2.19, 2.04], [1.37, 0.05, -0.16], [0.78, -0.57, -1.57], [-0.99, 1.04, 0.37], [0.16, 1.75, -0.82], [-2.36, 1.54, -1.74], [-2.35, -0.10, -1.09], [-1.14, 0.86, -3.41], [2.90, 2.44, 3.55], [2.78, 2.68, 2.63], [3.51, 3.11, 3.85]], "mulliken_charge": [-1.075, 0.680, -0.580, -1.070, -0.273, -0.624, -0.524, 0.299, 0.279, 0.249, 0.273, 0.401, 0.378, 0.285, 0.306, 0.366, 0.333, 0.298, -0.626, 0.310, 0.315], "smiles": "C=C(N)CCCO.O", "homo_lumo_gap_ev": 8.68}

---

x:
{"formula": "C5H13NO2", "method": "wB97M-V/def2-TZVPD", "species": ["C", "O", "C", "C", "N", "C", "C", "O", "H", "H", "H", "H", "H", "H", "H", "H", "H", "H", "H", "H", "H"], "positions_angstrom": [[2.71, 1.18, 0.13], [2.01, 0.23, -0.63], [0.46, 0.25, -0.43], [-0.15, 0.14, -1.81], [0.29, -0.92, 0.35], [-1.10, -0.90, 1.06], [-2.25, -0.01, 0.63], [-1.54, -2.22, 0.99], [2.25, 2.18, 0.08], [3.73, 1.29, -0.27], [2.78, 0.88, 1.18], [0.23, 1.20, 0.07], [-0.26, -0.90, -2.13], [-1.14, 0.62, -1.86], [0.49, 0.63, -2.55], [1.00, -0.94, 1.07], [-0.86, -0.67, 2.11], [-2.59, -0.25, -0.38], [-3.12, -0.18, 1.28], [-2.00, 1.05, 0.71], [-0.92, -2.66, 0.39]], "mulliken_charge": [-0.642, -0.442, 0.386, -1.434, -0.499, 0.517, -1.294, -0.564, 0.280, 0.258, 0.266, 0.360, 0.341, 0.335, 0.403, 0.200, 0.190, 0.262, 0.368, 0.361, 0.350], "smiles": "CO[C@@H](C)N[C@@H](C)O", "homo_lumo_gap_ev": 10.52}

---

y:
{"formula": "C5H13NO2", "method": "wB97M-V/def2-TZVPD", "species": ["C", "C", "N", "C", "C", "C", "H", "H", "H", "H", "H", "H", "H", "H", "H", "H", "H", "O", "H", "H", "O"], "positions_angstrom": [[-0.46, 2.34, -0.04], [0.63, 2.11, -0.69], [2.04, 0.31, 0.42], [1.06, -0.66, 0.62], [-0.09, -2.56, -0.15], [1.01, -1.84, -0.33], [-0.84, 1.55, 0.65], [-1.11, 3.20, -0.22], [1.44, 1.41, -0.08], [2.48, 0.40, 1.34], [1.13, -1.06, 1.63], [0.05, -0.16, 0.60], [-0.06, -3.64, -0.30], [-0.94, -2.01, 0.29], [1.82, -2.05, -1.01], [-1.37, 0.57, -1.79], [0.94, 2.37, -1.69], [-2.17, 0.14, -1.47], [-2.11, 0.15, -0.47], [-2.06, -0.38, 1.69], [-1.42, -0.19, 0.99]], "mulliken_charge": [-0.490, -0.512, -0.471, 0.437, -0.652, -0.421, 0.306, 0.231, 0.468, 0.304, 0.354, -0.216, 0.282, 0.359, 0.390, 0.288, 0.364, -0.679, 0.407, 0.081, -0.832], "homo_lumo_gap_ev": 6.10}

---

z:
{"formula": "C5H13NO2", "method": "wB97M-V/def2-TZVPD", "species": ["C", "C", "C", "C", "C", "N", "O", "O", "H", "H", "H", "H", "H", "H", "H", "H", "H", "H", "H", "H", "H"], "positions_angstrom": [[-0.35, 0.74, -0.04], [-0.04, -0.42, -0.79], [-2.20, -0.23, -0.03], [0.07, 0.93, 1.38], [0.26, -1.77, -0.20], [1.85, 0.20, -1.15], [-0.57, 1.87, -0.78], [2.66, 0.17, 0.07], [-0.35, 2.65, -0.25], [3.24, -0.59, -0.09], [1.84, 1.20, -1.36], [-0.33, -0.40, -1.83], [1.15, 1.09, 1.41], [-2.38, -0.54, 0.99], [-2.78, 0.65, -0.29], [-2.50, -1.05, -0.68], [-0.17, 0.07, 1.99], [-0.43, 1.80, 1.82], [1.12, -2.20, -0.71], [0.50, -1.72, 0.87], [-0.59, -2.45, -0.33]], "mulliken_charge": [0.904, 0.142, -1.287, -1.620, -1.457, -0.687, -0.476, -0.413, 0.374, 0.307, 0.276, 0.500, 0.339, 0.305, 0.408, 0.407, 0.362, 0.522, 0.437, 0.249, 0.405], "homo_lumo_gap_ev": 7.75}

---

Energy above the most stable structure, in kJ/mol: w 0.0; x 30.2; y 752.2; z 435.2

---

w:
{"formula": "C5H12N2O", "method": "wB97M-V/def2-TZVPD", "species": ["C", "C", "C", "C", "C", "H", "H", "H", "H", "H", "H", "H", "H", "H", "H", "H", "H", "N", "N", "O"], "positions_angstrom": [[-1.58, 0.93, -0.09], [-0.40, -0.03, -0.12], [-0.65, -1.17, -1.30], [-0.68, -0.72, 1.27], [0.91, 0.99, -0.14], [-1.38, 1.07, 1.13], [-2.59, 0.29, -0.36], [-1.22, 1.83, -0.82], [-1.51, -1.85, -1.41], [-0.54, -0.35, -1.95], [0.12, -1.82, -1.38], [-0.27, 0.14, 1.93], [-1.84, -0.79, 1.52], [-0.08, -1.76, 1.31], [0.33, 2.71, -0.40], [3.20, 0.95, 0.63], [2.23, -1.84, 0.61], [1.13, 2.17, -0.39], [2.12, 0.28, 0.22], [2.70, -1.03, -0.26]], "mulliken_charge": [-0.926, 0.904, -1.551, -1.123, 0.389, 0.312, 0.280, 0.196, 0.312, 0.508, 0.446, 0.322, 0.317, 0.236, 0.225, 0.315, 0.350, -0.747, -0.307, -0.459], "homo_lumo_gap_ev": 9.35}

---

x:
{"formula": "C5H12N2O", "method": "wB97M-V/def2-TZVPD", "species": ["C", "C", "N", "C", "O", "N", "C", "C", "H", "H", "H", "H", "H", "H", "H", "H", "H", "H", "H", "H"], "positions_angstrom": [[-1.77, -0.27, 0.96], [-1.16, 0.16, -0.35], [-2.05, 1.07, -0.99], [0.11, 0.78, -0.09], [0.31, 1.99, 0.24], [1.11, -0.08, 0.09], [1.21, -1.39, -0.45], [2.43, 0.47, 0.34], [-2.63, -0.87, 0.59], [-2.21, 0.62, 1.52], [-1.05, -0.87, 1.64], [-1.06, -0.68, -1.00], [-2.87, 0.67, -1.47], [-2.27, 1.94, -0.46], [2.20, -1.71, -0.31], [0.93, -1.42, -1.48], [0.67, -2.16, 0.10], [2.88, 0.84, -0.61], [2.35, 1.30, 0.97], [2.88, -0.36, 0.77]], "mulliken_charge": [-1.198, 0.319, -0.623, 0.411, -0.722, 0.145, -1.103, -1.150, 0.291, 0.272, 0.322, 0.353, 0.224, 0.229, 0.369, 0.425, 0.293, 0.296, 0.371, 0.477], "smiles": "C[C@@H](N)C(=O)N(C)C", "homo_lumo_gap_ev": 9.66}

---

y:
{"formula": "C5H12N2O", "method": "wB97M-V/def2-TZVPD", "species": ["C", "C", "C", "O", "N", "C", "C", "N", "H", "H", "H", "H", "H", "H", "H", "H", "H", "H", "H", "H"], "positions_angstrom": [[0.96, 0.77, 3.10], [0.20, 0.21, 1.90], [1.15, 0.00, 0.62], [2.33, 0.18, 0.71], [0.55, -0.46, -0.57], [-0.85, -0.27, -0.79], [-1.19, -0.50, -2.32], [-2.52, 0.05, -2.60], [1.35, -0.05, 3.72], [1.87, 1.31, 2.86], [0.12, 1.30, 3.64], [-0.42, -0.60, 2.32], [-0.50, 1.00, 1.66], [1.16, -0.45, -1.38], [-1.41, -1.01, -0.18], [-1.24, 0.76, -0.43], [-1.29, -1.61, -2.34], [-0.35, -0.14, -2.89], [-3.11, -0.77, -2.64], [-2.91, 0.51, -1.77]], "mulliken_charge": [-1.183, -0.378, 0.455, -0.590, -0.139, -0.496, -0.388, -0.673, 0.286, 0.327, 0.321, 0.338, 0.273, 0.272, 0.272, 0.191, 0.228, 0.331, 0.295, 0.258], "smiles": "CCC(=O)NCCN", "homo_lumo_gap_ev": 10.43}

---

Energy above the most stable structure, in kJ/mol: w 811.7; x 28.2; y 0.0

---

w:
{"formula": "C5H12N2O", "method": "wB97M-V/def2-TZVPD", "species": ["C", "C", "C", "C", "N", "O", "N", "C", "H", "H", "H", "H", "H", "H", "H", "H", "H", "H", "H", "H"], "positions_angstrom": [[-1.92, 0.48, -0.53], [-1.15, 1.37, 0.21], [0.22, 1.60, -0.37], [1.08, 0.35, -0.14], [1.44, 0.16, 1.19], [2.11, 0.31, -1.05], [-0.02, -0.92, -0.57], [-0.50, -1.87, 0.40], [-2.84, 0.12, -0.07], [-1.99, 0.63, -1.61], [-1.17, 1.30, 1.29], [0.73, 2.45, 0.09], [0.17, 1.77, -1.45], [2.02, -0.66, 1.37], [1.29, 0.96, 1.79], [2.57, -0.53, -0.99], [-0.09, -1.17, -1.55], [-1.57, -2.07, 0.29], [-0.40, -1.48, 1.41], [0.04, -2.82, 0.30]], "mulliken_charge": [-0.651, -0.181, -1.012, 0.590, -0.452, -0.488, -0.327, -0.960, 0.346, 0.245, 0.248, 0.430, 0.310, 0.210, 0.182, 0.346, 0.194, 0.321, 0.343, 0.307], "smiles": "C=CC[C@](N)(O)NC", "homo_lumo_gap_ev": 8.01}

---

x:
{"formula": "C5H12N2O", "method": "wB97M-V/def2-TZVPD", "species": ["C", "N", "C", "C", "C", "N", "C", "O", "H", "H", "H", "H", "H", "H", "H", "H", "H", "H", "H", "H"], "positions_angstrom": [[1.28, -0.41, 2.07], [1.49, -0.69, -0.89], [1.51, 0.67, -1.35], [0.23, -1.22, -1.10], [0.41, 0.62, 2.16], [-2.41, -0.36, 0.37], [-2.27, 0.71, -0.40], [-1.71, 1.78, -0.19], [1.19, -1.01, 1.17], [1.94, -0.67, 2.90], [2.47, 0.92, -1.82], [0.77, 0.94, -2.10], [1.37, 1.27, -0.43], [-0.34, -1.08, -2.02], [0.19, -2.27, -0.79], [-0.53, -0.74, -0.31], [-0.63, 0.43, 1.89], [0.67, 1.65, 2.38], [-2.85, -1.13, -0.13], [-2.77, 0.58, -1.41]], "mulliken_charge": [-0.338, -0.201, -0.586, -0.196, -0.620, -0.711, 0.140, -0.554, 0.091, 0.293, 0.285, 0.304, 0.255, 0.420, 0.364, -0.167, 0.290, 0.298, 0.240, 0.392], "homo_lumo_gap_ev": 4.87}

---

Energy above the most stable structure, in kJ/mol: w 0.0; x 476.9

---

w:
{"formula": "C5H12N2O", "method": "wB97M-V/def2-TZVPD", "species": ["C", "C", "C", "C", "C", "N", "N", "O", "H", "H", "H", "H", "H", "H", "H", "H", "H", "H", "H", "H"], "positions_angstrom": [[-1.58, -1.43, 0.47], [-2.63, -0.88, -0.16], [1.24, 0.41, 0.05], [0.89, 0.25, -1.41], [2.32, -0.31, 0.67], [-0.57, 1.95, 0.33], [0.47, 1.25, 0.72], [-2.83, 0.43, -0.15], [-0.82, -0.81, 0.98], [-1.31, -2.53, 0.59], [-3.36, -1.44, -0.68], [1.54, -0.49, -1.90], [0.91, 1.15, -2.02], [-0.13, -0.12, -1.46], [2.27, -0.22, 1.80], [3.31, 0.05, 0.43], [2.40, -1.36, 0.27], [-0.76, 1.67, -0.61], [0.60, 1.49, 1.72], [-1.97, 0.92, 0.34]], "mulliken_charge": [-0.733, 0.075, 1.010, -1.378, -1.274, -1.314, 0.459, -0.617, 0.201, 0.182, 0.397, 0.338, 0.378, 0.277, 0.316, 0.351, 0.312, 0.312, 0.258, 0.450], "homo_lumo_gap_ev": 8.66}

---

x:
{"formula": "C5H12N2O", "method": "wB97M-V/def2-TZVPD", "species": ["C", "C", "O", "H", "H", "H", "H", "C", "C", "N", "N", "C", "H", "H", "H", "H", "H", "H", "H", "H"], "positions_angstrom": [[-2.05, 0.81, 0.47], [-1.11, -0.29, -0.03], [-1.39, -1.06, -0.97], [-0.82, -0.86, 1.00], [-2.28, 1.48, -0.36], [-2.98, 0.34, 0.80], [-1.61, 1.38, 1.28], [1.28, -1.89, 0.41], [0.54, 0.45, -0.25], [0.64, 1.82, 0.17], [0.96, 0.16, -1.59], [0.81, -0.52, 0.77], [0.87, 0.99, -2.17], [0.33, -0.55, -1.98], [1.60, 2.13, 0.22], [0.13, 2.44, -0.44], [0.90, -0.16, 1.78], [0.56, -2.34, -0.29], [2.23, -1.81, -0.12], [1.39, -2.52, 1.29]], "mulliken_charge": [-1.375, 0.785, -0.769, 0.048, 0.321, 0.383, 0.374, -1.242, 0.632, -0.597, -0.642, -0.549, 0.246, 0.307, 0.239, 0.278, 0.536, 0.319, 0.357, 0.349], "homo_lumo_gap_ev": 8.18}

---

y:
{"formula": "C5H12N2O", "method": "wB97M-V/def2-TZVPD", "species": ["C", "C", "C", "N", "C", "N", "C", "O", "H", "H", "H", "H", "H", "H", "H", "H", "H", "H", "H", "H"], "positions_angstrom": [[-0.50, 0.93, 0.15], [0.98, -1.30, -1.06], [-1.74, -1.52, -0.24], [-0.46, -0.89, 0.05], [0.82, 1.33, -0.19], [-1.02, 1.40, 1.38], [1.61, 2.33, 0.13], [2.21, -1.44, -0.49], [2.42, -0.57, -0.11], [-0.10, -1.22, 0.94], [-1.22, 1.14, -0.66], [-1.90, 0.96, 1.64], [-0.34, 1.33, 2.13], [0.90, -0.62, -1.90], [0.63, -2.29, -1.33], [-2.04, -1.28, -1.26], [-2.53, -1.21, 0.45], [-1.65, -2.61, -0.15], [2.67, 2.31, -0.14], [1.25, 3.23, 0.64]], "mulliken_charge": [0.508, -0.361, -0.922, -0.305, -0.787, -0.576, -0.794, -0.511, 0.404, 0.359, 0.283, 0.227, 0.275, 0.312, 0.348, 0.351, 0.308, 0.346, 0.221, 0.315], "homo_lumo_gap_ev": 6.73}

---

Energy above the most stable structure, in kJ/mol: w 37.5; x 0.0; y 232.3